# 1
71
Properties=species:S:1:pos:R:3 method="wB97M-V/def2-TZVPD" charge=-1 homo_lumo_gap_ev=5.15 homo_ev=-4.54
C 4.36 -2.08 -2.12
C 3.22 -1.32 -2.55
C 2.13 -0.07 -2.75
C 0.57 -0.38 -2.26
C -0.64 0.77 -2.35
N -1.99 0.34 -1.87
C -2.92 1.51 -2.03
C -4.52 1.25 -1.61
Cl -5.34 2.11 -0.17
C -5.30 0.28 -2.46
C -6.90 -0.08 -2.19
Cl -4.51 -0.57 -3.95
C -2.56 3.00 -2.57
P -3.89 4.42 -2.66
C -3.47 5.50 -1.10
C -3.46 5.57 -4.13
N -1.17 3.36 -3.03
C -0.20 2.22 -2.94
C 1.35 2.52 -3.47
Cl 1.70 4.24 -4.18
C 2.57 1.40 -3.41
C 4.13 1.70 -3.92
O 4.97 0.71 -4.33
O 4.74 3.07 -3.93
H 5.39 -2.52 -1.71
H 0.30 -1.46 -1.83
H -7.39 -0.36 -3.23
H -7.01 -1.04 -1.51
H -7.47 0.86 -1.76
H -4.04 6.53 -1.12
H -2.29 5.67 -1.05
H -3.73 4.87 -0.13
H -3.53 6.72 -3.85
H -2.35 5.35 -4.50
H -4.16 5.30 -5.05
C -0.44 -4.94 0.90
C 0.15 -4.77 2.31
C -0.85 -4.86 3.45
F -1.83 -3.93 3.36
F -0.24 -4.65 4.64
F 0.86 -3.61 2.35
F 1.08 -5.76 2.48
O -0.76 -3.74 0.19
C -2.02 -3.15 0.52
C -1.88 -1.81 1.24
F -1.09 -1.90 2.34
F -3.09 -1.35 1.67
F -2.75 -4.06 1.22
F -2.67 -2.97 -0.66
H 0.35 -5.41 0.29
H -1.26 -5.66 0.88
H -1.32 -5.85 3.49
H -1.44 -1.05 0.58
C 2.99 -1.08 3.45
C 3.64 -0.91 2.07
C 5.17 -1.00 2.06
F 5.75 -0.07 2.85
F 5.65 -0.79 0.81
F 3.21 0.25 1.51
F 3.16 -1.90 1.27
O 2.67 0.12 4.16
C 3.76 0.71 4.88
C 4.21 2.06 4.29
F 4.51 1.96 2.97
F 5.33 2.51 4.91
F 4.77 -0.19 4.96
F 3.32 0.89 6.15
H 2.01 -1.54 3.27
H 3.52 -1.80 4.08
H 5.51 -1.99 2.38
H 3.43 2.81 4.41

=====

# 2
17
Properties=species:S:1:pos:R:3 method="wB97M-V/def2-TZVPD" relative_energy_kcal_mol=32.6 homo_lumo_gap_ev=10.34 smiles="O=CCCC1CC1" homo_ev=-9.55
O 3.05 0.25 1.47
C 2.56 -0.72 0.97
C 1.51 -0.28 -0.03
C 0.24 0.34 0.56
C -0.80 0.62 -0.50
C -1.70 -0.49 -0.96
C -2.25 0.62 -0.11
H 3.16 -1.68 0.91
H 2.02 0.49 -0.64
H 1.38 -1.16 -0.64
H 0.47 1.28 1.09
H -0.17 -0.35 1.31
H -0.51 1.34 -1.26
H -2.00 -0.52 -2.01
H -1.57 -1.47 -0.51
H -2.92 1.35 -0.56
H -2.47 0.39 0.93

=====

# 3
43
Properties=species:S:1:pos:R:3 method="wB97M-V/def2-TZVPD" relative_energy_kcal_mol=0.0 charge=-1 homo_lumo_gap_ev=6.51 homo_ev=-4.07
C 0.77 -0.93 2.69
C 1.83 -0.12 2.98
C 3.16 -0.58 2.84
N 4.25 -0.98 2.69
C 1.66 1.18 3.55
N 1.50 2.27 3.95
C -0.57 -0.55 3.04
C -1.06 0.72 2.65
C -2.38 1.08 2.90
C -3.22 0.18 3.58
C -2.74 -1.07 4.00
C -1.44 -1.46 3.68
H 0.92 -1.92 2.28
H -0.39 1.38 2.10
H -2.74 2.04 2.52
H -4.25 0.48 3.80
H -3.39 -1.78 4.52
H -1.03 -2.44 3.93
C 5.69 -2.78 -0.80
C 4.47 -2.72 0.08
O 3.49 -1.95 -0.65
C 2.19 -2.05 -0.19
C 1.38 -1.18 -0.99
C 0.01 -0.89 -0.77
C -0.80 -0.27 -1.90
C -0.27 0.06 -3.15
C -1.08 0.60 -4.17
C -2.45 0.81 -3.94
C -2.99 0.47 -2.69
C -2.18 -0.06 -1.69
O -0.58 -1.15 0.29
O 1.92 -2.81 0.74
H 6.54 -3.20 -0.25
H 5.52 -3.41 -1.68
H 5.97 -1.78 -1.15
H 4.08 -3.72 0.30
H 4.72 -2.20 1.02
H 1.90 -0.78 -1.85
H 0.78 -0.14 -3.34
H -0.63 0.83 -5.14
H -3.08 1.21 -4.74
H -4.06 0.61 -2.51
H -2.62 -0.34 -0.73

=====

# 4
108
Properties=species:S:1:pos:R:3 method="wB97M-V/def2-TZVPD" relative_energy_kcal_mol=0.0 charge=-2 homo_lumo_gap_ev="4.76 / 6.61" s_squared=3.8157 multiplicity=4 homo_ev="-1.11 / -2.97"
Co -1.17 -1.34 -1.11
Se 5.90 -0.66 -1.90
P 4.60 -0.79 -0.28
C 4.59 0.80 0.63
C 5.44 1.10 1.68
C 5.48 2.38 2.20
C 4.68 3.38 1.66
C 3.81 3.07 0.61
C 3.75 1.78 0.11
C 5.13 -2.17 0.76
C 6.40 -2.16 1.32
C 6.86 -3.26 2.04
C 6.06 -4.39 2.18
C 4.82 -4.42 1.58
C 4.36 -3.32 0.87
C 2.91 -1.02 -0.75
C 1.67 -1.19 -0.10
N 0.74 -0.93 -1.04
N 1.35 -0.60 -2.16
N 2.64 -0.65 -2.02
P 1.04 -1.50 1.60
Se -0.97 -1.06 1.90
C 2.13 -0.46 2.64
C 1.75 0.88 2.74
C 2.46 1.73 3.59
C 3.52 1.24 4.34
C 3.91 -0.08 4.20
C 3.23 -0.93 3.33
C 1.37 -3.22 2.08
C 1.55 -3.54 3.42
C 1.72 -4.86 3.81
C 1.62 -5.88 2.87
C 1.39 -5.55 1.54
C 1.30 -4.23 1.14
H 6.06 0.32 2.10
H 6.15 2.59 3.02
H 4.69 4.38 2.08
H 3.16 3.83 0.20
H 3.09 1.55 -0.71
H 7.05 -1.31 1.20
H 7.86 -3.25 2.46
H 6.43 -5.26 2.72
H 4.19 -5.30 1.65
H 3.41 -3.38 0.36
H 0.88 1.26 2.22
H 2.14 2.76 3.69
H 4.03 1.89 5.04
H 4.77 -0.44 4.76
H 3.57 -1.95 3.24
H 1.56 -2.75 4.15
H 1.88 -5.09 4.86
H 1.70 -6.90 3.18
H 1.28 -6.33 0.79
H 1.13 -4.00 0.10
C -1.44 0.55 -1.18
C -1.30 1.77 -1.26
C -1.03 3.12 -1.31
C -1.13 3.81 -2.60
C -1.47 5.16 -2.71
C -1.52 5.80 -3.95
C -1.24 5.08 -5.10
C -0.95 3.72 -5.02
C -0.88 3.09 -3.79
C -0.70 3.81 -0.06
C 0.05 5.02 -0.02
C 0.38 5.62 1.18
C -0.02 5.05 2.39
C -0.73 3.86 2.38
C -1.05 3.23 1.18
H -1.71 5.73 -1.83
H -1.79 6.84 -4.01
H -1.26 5.57 -6.06
H -0.77 3.15 -5.92
H -0.64 2.04 -3.72
H 0.40 5.46 -0.94
H 0.96 6.52 1.18
H 0.22 5.52 3.33
H -1.00 3.38 3.32
H -1.55 2.27 1.17
S -0.38 -3.49 -1.69
C -1.59 -4.01 -2.91
N -2.62 -4.89 -2.39
C -3.81 -4.98 -3.11
C -3.83 -4.58 -4.40
C -2.67 -3.96 -4.92
N -1.63 -3.61 -4.11
H -2.74 -4.79 -1.40
H -4.65 -5.41 -2.57
H -4.72 -4.68 -5.01
H -2.62 -3.56 -5.92
S -8.88 -2.07 -0.34
C -7.26 -1.71 -0.70
S -5.99 -2.90 -0.59
C -4.76 -1.69 -0.94
N -5.28 -0.53 -1.16
N -6.66 -0.56 -1.05
C -7.28 0.72 -1.21
C -6.56 1.86 -0.92
C -7.14 3.10 -1.06
C -8.48 3.22 -1.45
C -9.18 2.07 -1.78
C -8.59 0.82 -1.68
S -3.19 -2.32 -0.95
H -5.53 1.76 -0.62
H -6.56 3.98 -0.84
H -8.95 4.19 -1.49
H -10.20 2.15 -2.11
H -9.16 -0.05 -1.95

=====

# 5
54
Properties=species:S:1:pos:R:3 method="wB97M-V/def2-TZVPD" charge=+1 homo_lumo_gap_ev=3.97 homo_ev=-9.21
C -2.83 5.99 2.39
C -2.42 4.83 1.32
C -3.83 4.27 0.76
O -3.73 3.74 -0.60
C -4.78 2.74 -0.69
O -5.95 3.11 -0.95
C -4.44 1.18 -0.45
S -5.19 0.77 1.23
C -3.83 0.55 2.47
C -3.42 -1.00 2.68
S -4.03 -1.19 4.45
C -3.87 0.63 4.81
N -3.80 1.37 3.71
O -1.71 3.82 2.09
C -0.93 2.96 1.27
O -0.92 2.96 0.02
C -0.03 1.88 2.07
S 1.08 0.88 0.97
H -1.89 6.11 3.06
H -3.14 6.97 1.89
H -3.65 5.54 3.06
H -1.79 5.30 0.47
H -4.32 3.52 1.48
H -4.53 5.18 0.69
H -4.88 0.55 -1.29
H -3.30 1.06 -0.42
H -2.89 0.94 1.90
H -2.30 -1.15 2.81
H -3.95 -1.60 1.86
H -3.84 1.00 5.90
H -3.68 2.40 3.75
H 0.64 2.50 2.77
H -0.73 1.27 2.73
H 0.47 0.55 -0.23
N 3.08 -1.08 -1.21
C 2.39 -2.18 -1.65
C 3.31 -3.09 -2.11
C 4.59 -2.52 -1.94
C 4.42 -1.28 -1.38
H 2.66 -0.25 -0.82
H 1.31 -2.22 -1.59
H 3.08 -4.06 -2.53
H 5.54 -2.97 -2.20
H 5.14 -0.52 -1.09
N 5.47 -5.56 -3.45
C 6.24 -6.67 -3.23
C 7.10 -6.81 -4.29
C 6.85 -5.74 -5.18
C 5.84 -4.98 -4.63
H 4.75 -5.22 -2.84
H 6.11 -7.27 -2.34
H 7.84 -7.59 -4.41
H 7.35 -5.54 -6.11
H 5.36 -4.08 -4.98

=====

# 6
66
Properties=species:S:1:pos:R:3 method="wB97M-V/def2-TZVPD" relative_energy_kcal_mol=45.5 homo_lumo_gap_ev="5.99 / 4.94" s_squared=6.0481 multiplicity=5 homo_ev="-5.88 / -7.61"
Ru 4.55 -14.39 -8.64
C 8.59 -13.00 -8.82
C 7.42 -13.75 -9.29
N 6.48 -14.10 -8.33
N 6.99 -14.26 -7.06
C 6.40 -15.33 -6.48
S 4.85 -15.96 -6.94
S 7.14 -16.24 -5.14
C 8.61 -16.73 -5.99
C 8.47 -18.21 -6.52
C 7.56 -18.46 -7.56
C 7.50 -19.70 -8.18
C 8.37 -20.68 -7.77
C 9.30 -20.45 -6.74
C 9.37 -19.17 -6.20
C 7.50 -14.43 -10.52
C 8.66 -14.44 -11.26
C 8.70 -15.21 -12.46
C 7.56 -15.95 -12.88
C 6.45 -16.08 -12.09
C 6.43 -15.39 -10.84
O 5.37 -15.58 -10.01
H 9.52 -13.56 -8.74
H 8.34 -12.74 -7.78
H 8.85 -12.02 -9.34
H 9.47 -16.59 -5.29
H 8.85 -16.11 -6.89
H 6.95 -17.62 -7.92
H 6.89 -19.94 -9.03
H 8.41 -21.66 -8.26
H 9.92 -21.31 -6.45
H 10.02 -18.99 -5.32
H 9.49 -13.80 -10.90
H 9.55 -15.17 -13.07
H 7.60 -16.37 -13.91
H 5.55 -16.59 -12.43
S 4.61 -12.75 -10.28
C 3.94 -13.20 -11.81
C 4.87 -13.20 -12.92
C 4.36 -13.34 -14.21
C 3.01 -13.55 -14.42
C 2.16 -13.70 -13.31
C 2.58 -13.40 -12.03
H 5.92 -12.98 -12.76
H 5.12 -13.38 -15.01
H 2.57 -13.62 -15.42
H 1.12 -14.06 -13.43
H 1.91 -13.26 -11.17
O 4.25 -11.28 -5.72
C 4.28 -12.03 -6.64
N 4.19 -12.91 -7.46
S 2.16 -15.19 -9.15
C 0.97 -14.23 -8.33
N 1.34 -13.52 -7.24
C 0.42 -12.75 -6.40
C -0.97 -12.40 -7.11
C -1.43 -13.66 -7.82
N -0.38 -14.23 -8.61
H 2.35 -13.33 -7.14
H 0.99 -11.84 -6.15
H 0.20 -13.36 -5.47
H -0.74 -11.58 -7.79
H -1.63 -12.07 -6.33
H -2.24 -13.38 -8.50
H -1.78 -14.38 -7.06
H -0.72 -14.77 -9.39

=====

# 7
50
Properties=species:S:1:pos:R:3 method="wB97M-V/def2-TZVPD" relative_energy_kcal_mol=0.0 charge=+2 homo_lumo_gap_ev="8.48 / 6.11" s_squared=6.0526 multiplicity=5 homo_ev="-16.30 / -16.44"
Ru -0.10 -0.84 -0.85
O 3.92 -1.52 -1.38
C 2.90 -1.34 -0.79
O 1.87 -0.60 -1.15
C 2.69 -1.92 0.62
C 3.65 -1.93 1.60
C 3.23 -2.09 2.93
C 1.87 -2.08 3.30
C 0.93 -2.08 2.31
C 1.32 -2.23 0.93
O 0.49 -2.58 0.04
N -0.45 -1.73 2.56
O -1.00 -1.07 1.66
O -0.97 -2.01 3.60
N 4.26 -2.12 4.00
O 5.39 -1.91 3.66
O 3.83 -2.38 5.11
H 4.69 -1.75 1.38
H 1.58 -2.02 4.34
C 0.10 2.51 -3.50
C 0.67 2.57 -2.09
As -0.29 1.54 -0.72
C 0.69 2.02 0.90
C 0.30 3.37 1.48
C -2.12 2.22 -0.48
C -3.04 1.98 -1.68
H 0.75 3.06 -4.17
H -0.88 2.96 -3.57
H 0.05 1.48 -3.87
H 0.70 3.59 -1.71
H 1.69 2.17 -2.06
H 1.74 1.99 0.63
H 0.51 1.22 1.63
H 0.44 4.18 0.76
H 0.94 3.59 2.34
H -0.73 3.39 1.83
H -2.02 3.29 -0.26
H -2.50 1.71 0.40
H -2.77 2.60 -2.53
H -4.06 2.24 -1.40
H -3.03 0.94 -2.00
N -3.81 -2.62 -1.12
C -3.26 -2.74 -2.38
C -2.13 -2.00 -2.36
N -2.00 -1.43 -1.10
C -3.03 -1.85 -0.37
H -4.66 -3.07 -0.81
H -3.72 -3.32 -3.17
H -1.42 -1.81 -3.15
H -3.21 -1.59 0.66

=====

# 8
12
Properties=species:S:1:pos:R:3 method="wB97M-V/def2-TZVPD" relative_energy_kcal_mol=80.3 charge=-1 homo_lumo_gap_ev=5.93 homo_ev=-2.19
C -0.57 -0.07 -2.00
O -0.44 -0.71 -3.03
H -0.27 -0.55 -1.07
H -0.97 0.94 -2.09
H 3.24 -3.53 -4.26
C -1.00 1.16 3.50
C -0.60 1.42 2.20
O -0.49 0.62 1.23
H -0.73 1.91 4.23
H -1.62 0.32 3.75
H -0.35 2.48 1.97
H 3.79 -4.01 -4.43

=====

# 9
25
Properties=species:S:1:pos:R:3 method="wB97M-V/def2-TZVPD" relative_energy_kcal_mol=0.0 charge=+1 homo_lumo_gap_ev="10.74 / 5.88" s_squared=0.7544 multiplicity=2 homo_ev="-13.41 / -13.30"
C -1.61 -0.37 1.77
N -0.47 -0.49 0.84
C 0.80 -1.20 1.35
C 1.99 -0.16 1.03
C 1.49 0.91 0.07
C -0.05 0.89 0.35
C -1.08 1.25 -0.86
N -1.55 0.09 -1.60
H -1.59 -0.96 2.68
H -2.45 -0.64 1.13
H -1.86 0.75 2.05
H 0.91 -2.24 0.88
H 0.77 -1.24 2.41
H 2.89 -0.72 0.74
H 2.22 0.33 1.92
H 2.00 1.96 0.13
H 1.75 0.61 -0.92
H -0.23 1.66 1.14
H -0.60 1.93 -1.65
H -1.95 1.78 -0.41
H -0.73 -0.39 -1.79
H -2.20 -0.40 -1.07
H 1.26 -1.08 -3.26
H -0.11 -0.86 -3.74
O 0.40 -1.42 -3.19